# 1
A 10-piece molecular cluster, C36H98N6O12 overall, computed with wB97M-V/def2-TZVPD.

```
152
Properties=species:S:1:pos:R:3:lowdin_charge:R:1
C -4.0002 3.6464 -3.6223 -0.0684
O -3.2735 2.6907 -4.4468 -0.1868
C -3.2275 1.3752 -3.9990 -0.2107
C -2.0869 1.2832 -2.9598 -0.3611
C -0.6081 1.4521 -3.5901 -0.0385
N -2.1257 -0.0105 -2.2374 0.0377
H -3.8915 4.6637 -3.9982 0.0854
H -3.6132 3.6526 -2.6034 0.0513
H -5.0793 3.5171 -3.5380 0.0818
H -4.2049 1.0726 -3.6230 0.1186
H -3.0649 0.6004 -4.7482 0.1257
H -2.0572 1.9692 -2.1132 0.0818
H -0.3373 0.6645 -4.2933 0.0612
H 0.1339 1.3306 -2.8009 0.0521
H -0.6258 2.4082 -4.1132 0.0664
H -2.3065 -0.8792 -2.7199 0.0542
H -1.2378 -0.2606 -1.8262 0.0400
C 4.4062 0.5739 4.1415 -0.0634
O 5.4554 1.5631 4.4297 -0.1876
C 5.5192 2.5784 3.4363 -0.1996
C 6.5811 3.6138 3.9918 -0.4114
C 5.8805 4.6034 4.9660 -0.0816
N 7.2216 4.4514 3.0057 0.0116
H 3.6710 0.7432 3.3548 0.0740
H 4.1167 0.3283 5.1632 0.0864
H 5.0188 -0.2212 3.7163 0.0854
H 5.7354 2.4231 2.3793 0.1159
H 4.5607 3.0711 3.2732 0.1083
H 7.4032 3.2599 4.6139 0.1324
H 6.6729 5.0737 5.5483 0.0706
H 5.2998 3.9869 5.6521 0.0693
H 5.2503 5.2963 4.4084 0.0705
H 7.8818 5.1533 3.3082 0.0705
H 6.4388 4.9431 2.5988 0.0536
C -1.1640 -5.3565 2.1348 -0.0916
O -2.3678 -5.6481 2.8319 -0.1850
C -3.5251 -5.7357 2.0735 -0.2019
C -3.5532 -7.0539 1.2193 -0.3571
C -4.3801 -6.8933 -0.0732 -0.0695
N -4.2379 -8.2081 1.8953 0.0270
H -0.3799 -5.4430 2.8870 0.0712
H -1.2205 -4.2704 2.0627 0.0761
H -0.8458 -5.9055 1.2485 0.0926
H -4.3354 -5.7465 2.8025 0.1253
H -3.8036 -4.7967 1.5952 0.1056
H -2.5631 -7.4254 0.9550 0.1227
H -5.3926 -6.5894 0.1924 0.0703
H -4.5803 -7.8723 -0.5085 0.0719
H -4.0761 -6.2155 -0.8709 0.0612
H -3.5752 -8.8082 2.3652 0.0649
H -4.5915 -8.7492 1.1192 0.0419
C -2.0419 2.2106 1.2949 -0.1038
O -2.1130 3.5788 0.9884 -0.1873
C -1.3616 4.0080 -0.1500 -0.1704
C -1.7096 5.4906 -0.4168 -0.4211
C -1.4320 6.3985 0.8065 -0.0473
N -3.0948 5.6675 -0.8249 0.0341
H -1.0424 1.9911 1.6704 0.0784
H -2.3478 1.5445 0.4882 0.0792
H -2.6965 1.9114 2.1135 0.0871
H -0.2893 3.8892 0.0057 0.0957
H -1.7089 3.5052 -1.0526 0.0938
H -1.1689 5.7044 -1.3387 0.1291
H -1.7385 7.4213 0.5872 0.0705
H -0.3803 6.2831 1.0686 0.0657
H -2.1213 6.0618 1.5808 0.0776
H -3.6393 4.9861 -0.3156 0.0709
H -3.4363 6.5927 -0.6069 0.0683
C 2.3135 2.8565 0.4576 -0.1187
O 3.3588 3.7534 0.1213 -0.2027
C 2.8881 5.1071 -0.1267 -0.1897
C 4.0012 6.0144 -0.8134 -0.1613
N 3.5468 7.4217 -1.1506 -0.0391
C 3.2103 8.1173 0.1484 -0.2071
C 3.7807 9.5431 0.1831 -0.2418
O 5.1459 9.6356 -0.2185 -0.1806
C 5.9920 9.2217 0.8998 -0.0811
H 1.5203 2.7421 -0.2813 0.0738
H 1.9507 3.0872 1.4592 0.0881
H 2.8539 1.9147 0.5529 0.0730
H 2.7641 5.5186 0.8750 0.0997
H 1.9122 5.1784 -0.6069 0.1116
H 4.1615 5.4747 -1.7467 0.1094
H 4.8802 6.0881 -0.1731 0.1012
H 4.2462 7.9129 -1.6887 0.0913
H 3.7290 7.7615 1.0386 0.0880
H 2.1529 7.9857 0.3778 0.1108
H 3.5982 9.9832 1.1634 0.1161
H 3.2264 10.1586 -0.5254 0.1179
H 7.0139 9.5057 0.6485 0.0888
H 5.8357 8.1747 1.1597 0.0695
H 5.8173 9.7510 1.8365 0.0811
C -9.1943 -6.2064 -2.5966 -0.1293
O -7.8993 -5.7006 -2.8593 -0.1859
C -7.3708 -4.9561 -1.7555 -0.2140
C -6.1375 -4.0634 -2.0488 -0.1966
N -5.6691 -3.5504 -0.7557 -0.0537
C -4.5162 -2.5667 -0.8703 -0.1606
C -3.2914 -3.2882 -1.1786 -0.2996
O -3.0974 -3.5163 -2.5124 -0.2023
C -1.9738 -4.1309 -3.1297 -0.0595
H -9.2319 -7.1393 -3.1591 0.0827
H -9.9705 -5.5420 -2.9762 0.0847
H -9.4679 -6.5212 -1.5895 0.0839
H -7.4016 -5.4928 -0.8073 0.1088
H -8.1695 -4.2310 -1.5990 0.1096
H -6.3089 -3.2837 -2.7909 0.1233
H -5.3824 -4.6906 -2.5226 0.0969
H -5.5780 -4.2749 -0.0580 0.0699
H -4.5022 -1.9311 0.0150 0.1182
H -4.7383 -1.9061 -1.7084 0.1180
H -3.2038 -4.2608 -0.6944 0.1012
H -2.5243 -2.6506 -0.7391 0.1077
H -2.0358 -4.3059 -4.2038 0.0880
H -1.9434 -5.1344 -2.7052 0.0859
H -1.1234 -3.4937 -2.8869 0.0724
C 2.8123 -1.3702 -3.2887 -0.0661
C 2.5528 -2.5235 -4.2324 -0.2757
O 1.3722 -3.2259 -3.7390 -0.1027
H 3.5825 -0.7113 -3.6898 0.0838
H 3.1516 -1.8849 -2.3898 0.0599
H 1.9218 -0.7540 -3.1643 0.0717
H 3.4257 -3.1740 -4.2874 0.1066
H 2.4133 -2.1429 -5.2443 0.1101
H 0.9742 -3.7193 -4.4599 0.0921
C 2.0347 -1.1989 0.8158 -0.0889
C 0.6139 -1.5590 0.9090 -0.3101
O 0.1575 -1.9213 -0.3810 -0.0827
H 2.3933 -0.9247 1.8079 0.0604
H 2.2839 -0.4010 0.1162 0.0668
H 2.6009 -2.0602 0.4614 0.0751
H 0.0589 -0.6651 1.1936 0.1162
H 0.5423 -2.3757 1.6274 0.0898
H 0.5917 -2.7578 -0.5636 0.0475
C 0.0465 -3.2313 4.4683 -0.0845
C 1.5654 -3.3785 4.2442 -0.3553
O 2.1690 -2.1539 4.1400 -0.0622
H 0.1517 -2.5537 5.3156 0.0690
H -0.4676 -4.1366 4.7913 0.0742
H -0.5010 -2.7291 3.6707 0.0637
H 1.5314 -3.8014 3.2402 0.0900
H 2.0096 -4.1241 4.9036 0.1204
H 2.3480 -1.7876 5.0091 0.0892
C 3.7773 -5.7251 -0.3378 -0.0732
C 3.4018 -4.7255 -1.4404 -0.3116
O 2.0147 -4.3980 -1.2654 -0.1040
H 3.2698 -5.4619 0.5902 0.0677
H 4.8515 -5.8516 -0.2032 0.0742
H 3.2897 -6.6452 -0.6601 0.0714
H 3.3986 -5.2485 -2.3967 0.1078
H 4.1096 -3.8984 -1.4951 0.1023
H 1.7902 -3.9952 -2.1074 0.0171
```

Summary:
SMILES = COC[C@H](C)N.COC[C@H](C)N.COC[C@H](C)N.COC[C@H](C)N.COCCNCCOC.COCCNCCOC.CCO.CCO.CCO.CCO
Multiplicity = 1
Orbital gap = 8.52 eV

=====

# 2
C64H69BrO4P2RbSi as an isolated structure, computed with wB97M-V/def2-TZVPD.

```
142
Properties=species:S:1:pos:R:3:lowdin_charge:R:1
Rb -0.7515 -0.3021 -0.9405 0.8762
C 2.9948 0.9633 -1.1575 -0.3110
C 2.3780 0.6033 0.1974 -0.3681
P 3.1650 -0.9290 0.9146 1.0877
C 4.5874 -0.2130 1.8536 -0.3956
C 4.5231 1.0201 2.4944 -0.0901
C 5.5872 1.4778 3.2475 -0.0780
C 6.7210 0.6973 3.3983 -0.0967
C 6.7758 -0.5545 2.8109 -0.0962
C 5.7172 -1.0040 2.0387 -0.1144
C 2.0655 -1.1645 2.3729 -0.3616
C 2.5329 -1.1978 3.6846 -0.0856
C 1.6528 -1.3842 4.7348 -0.0846
C 0.3000 -1.5455 4.4945 -0.0791
C -0.1663 -1.5623 3.1911 -0.0770
C 0.7111 -1.3902 2.1380 -0.1202
C 2.3058 0.2932 -2.3593 -0.3631
P 3.2379 -1.2189 -2.9346 1.0758
C 1.9227 -2.1832 -3.7880 -0.3977
C 1.0279 -1.6462 -4.7106 -0.0892
C 0.2083 -2.4865 -5.4426 -0.0761
C 0.2654 -3.8596 -5.2604 -0.1005
C 1.1146 -4.3959 -4.3074 -0.1045
C 1.9336 -3.5582 -3.5725 -0.1121
C 4.0458 -0.4632 -4.4115 -0.3687
C 3.9612 -0.9813 -5.6996 -0.0908
C 4.6138 -0.3585 -6.7505 -0.0896
C 5.3790 0.7745 -6.5311 -0.1021
C 5.5006 1.2773 -5.2460 -0.0906
C 4.8462 0.6586 -4.1981 -0.1058
H 4.0624 0.7009 -1.1347 0.0778
H 2.9408 2.0448 -1.3001 0.0861
H 1.3067 0.4165 0.0917 -0.0167
H 2.4811 1.4417 0.8910 0.0651
H 3.6265 1.6183 2.4373 0.0939
H 5.5256 2.4417 3.7318 0.1042
H 7.5570 1.0618 3.9781 0.0973
H 7.6432 -1.1815 2.9626 0.0972
H 5.7526 -1.9869 1.5884 0.0947
H 3.5797 -1.0552 3.9116 0.0975
H 2.0343 -1.4168 5.7453 0.1009
H -0.3903 -1.6657 5.3158 0.1033
H -1.2132 -1.7111 2.9890 0.0871
H 0.3352 -1.4261 1.1221 0.0374
H 2.2413 1.0042 -3.1890 0.0836
H 1.2906 -0.0255 -2.1026 -0.0198
H 0.9791 -0.5774 -4.8745 0.1217
H -0.4605 -2.0658 -6.1802 0.1097
H -0.3655 -4.5055 -5.8557 0.1024
H 1.1510 -5.4650 -4.1428 0.1003
H 2.6065 -3.9713 -2.8329 0.0907
H 3.3689 -1.8645 -5.8924 0.0982
H 4.5242 -0.7575 -7.7517 0.0990
H 5.8832 1.2627 -7.3533 0.0958
H 6.1060 2.1543 -5.0592 0.1005
H 4.9480 1.0524 -3.1970 0.0928
C -1.8131 1.9236 3.9938 -0.0934
C -0.7318 2.8470 3.4451 -0.5813
C 0.6136 2.1367 3.5723 -0.0959
C -0.6695 4.1094 4.2983 -0.0979
Si -1.0263 3.1031 1.5492 0.4518
O -1.0303 1.7008 0.8374 -0.4780
C -2.5629 4.1151 1.0627 -0.2139
C -2.7772 4.2599 -0.3037 -0.0771
C -3.9087 4.8839 -0.7945 -0.0760
C -4.8550 5.3912 0.0802 -0.1082
C -4.6432 5.2853 1.4427 -0.1071
C -3.5104 4.6487 1.9214 -0.1032
C 0.3358 4.3148 0.9811 -0.1956
C 0.4123 5.6113 1.4758 -0.0997
C 1.4141 6.4751 1.0755 -0.0981
C 2.3655 6.0567 0.1606 -0.1087
C 2.2816 4.7846 -0.3792 -0.0904
C 1.2695 3.9360 0.0299 -0.0922
H -1.6112 1.6544 5.0343 0.0778
H -1.8466 1.0111 3.4045 0.0572
H -2.7911 2.3975 3.9456 0.0719
H 0.8243 1.8684 4.6104 0.0843
H 1.4133 2.7865 3.2175 0.0731
H 0.6068 1.2288 2.9761 0.0555
H -0.5321 3.8458 5.3508 0.0770
H -1.5807 4.6976 4.2164 0.0621
H 0.1739 4.7267 3.9964 0.0625
H -2.0478 3.8521 -0.9881 0.0968
H -4.0572 4.9720 -1.8619 0.0998
H -5.7547 5.8611 -0.2969 0.0915
H -5.3687 5.6945 2.1345 0.0903
H -3.3741 4.5537 2.9895 0.0787
H -0.3364 5.9583 2.1731 0.0966
H 1.4510 7.4809 1.4765 0.0948
H 3.1520 6.7308 -0.1475 0.0910
H 3.0061 4.4605 -1.1180 0.0931
H 1.1566 2.9611 -0.4141 0.0770
O -3.5764 1.3464 1.1881 0.0154
C -2.8120 0.8534 0.4854 -0.1603
C -3.5157 -3.8810 -3.0381 -0.1499
C -3.9446 -2.4729 -2.6404 -0.1409
C -2.6805 -1.6690 -2.9467 -0.2442
O -1.5736 -2.5601 -2.8329 -0.1875
C -2.0605 -3.8682 -2.5847 -0.2032
H -3.5813 -4.0083 -4.1207 0.1142
H -4.0774 -4.6704 -2.5442 0.1097
H -4.1544 -2.4312 -1.5707 0.1086
H -4.8132 -2.1106 -3.1881 0.1157
H -2.5438 -0.8441 -2.2477 -0.0013
H -2.7004 -1.2619 -3.9667 0.1303
H -2.0023 -4.0748 -1.5091 0.0989
H -1.4279 -4.5780 -3.1236 0.1070
C -4.3022 -6.2408 5.4721 -0.0462
C -3.6077 -5.5459 4.3393 -0.2530
C -4.1064 -4.3758 3.7854 -0.0035
C -3.4559 -3.7182 2.7560 -0.1763
C -4.0242 -2.4244 2.2718 -0.0180
C -2.2601 -4.2635 2.2233 -0.1026
C -1.5546 -3.6624 1.1172 -0.2025
O -1.8490 -2.6530 0.4770 -0.0534
C -1.7513 -5.4656 2.7827 -0.1963
C -0.4838 -6.1102 2.2957 -0.0443
C -2.4261 -6.0688 3.8233 -0.0150
H -4.9698 -5.5605 5.9981 0.0768
H -3.5718 -6.6374 6.1775 0.0795
H -4.8940 -7.0789 5.0975 0.0859
H -5.0298 -3.9640 4.1704 0.1180
H -5.0636 -2.3292 2.5764 0.0849
H -3.9434 -2.3289 1.1940 0.0719
H -3.4727 -1.5886 2.7034 0.0891
H -0.6451 -4.2180 0.8156 0.1283
H -0.5892 -6.4598 1.2686 0.0884
H -0.2414 -6.9672 2.9214 0.0761
H 0.3550 -5.4171 2.3346 0.0862
H -2.0309 -6.9762 4.2602 0.1148
Br -2.8834 4.8845 -6.2687 0.6037
C -2.2550 3.6882 -4.8829 -0.7015
C -3.1303 2.7778 -4.3315 -0.1776
C -2.6509 1.8912 -3.3740 -0.2019
C -1.3145 1.8596 -2.9717 -0.2043
C -0.4930 2.8366 -3.5331 -0.1943
C -0.9399 3.7521 -4.4800 -0.1716
H -4.1666 2.7541 -4.6430 0.0834
H -3.3706 1.2122 -2.9246 0.0636
H 0.5441 2.9185 -3.2202 0.0576
H -0.2706 4.4931 -4.8962 0.0839
```

Summary:
Charge = -1
Multiplicity = 1
Orbital gap = 4.85 eV

=====

# 3
C4H8N2O as an isolated structure, computed with wB97M-V/def2-TZVPD.

```
15
Properties=species:S:1:pos:R:3:lowdin_charge:R:1
H 0.2928 -1.8725 0.3728 0.0798
O 1.1013 -2.8325 0.3584 -0.2709
N -0.4374 -0.6747 0.2071 0.0668
H 0.8470 -3.2618 -0.4181 -0.0878
C 0.0340 0.6817 0.5455 -0.2929
C -1.3375 -0.5248 -0.7941 -0.1396
C -0.7917 1.5165 -0.1898 -0.0396
N -1.5261 0.7764 -1.1884 0.0706
H -2.2126 1.1586 -1.7994 0.1334
H -1.9649 -1.3204 -1.2510 0.1417
H -0.6833 2.5721 -0.3303 0.1042
C 1.3506 0.8721 1.0128 -0.0755
H 1.6683 0.4165 2.0003 0.1073
H 2.1647 0.5122 0.3459 0.1058
H 1.4948 1.9807 1.1283 0.0967
```

Summary:
Multiplicity = 1
Orbital gap = 9.37 eV

=====

# 4
A 2-piece molecular cluster, H4N2O2S overall, computed with wB97M-V/def2-TZVPD.

```
9
Properties=species:S:1:pos:R:3:lowdin_charge:R:1
N -1.2579 0.5045 -1.0709 -0.0329
N -1.0049 -0.3531 -0.1073 -0.1198
O 1.3596 -1.3971 0.2222 -0.5627
O 2.1159 1.1250 0.3679 -0.4227
S 2.2393 -0.3852 -0.4963 0.9152
H -1.4962 -1.2084 -0.2988 0.0860
H -0.4900 -0.4196 0.7036 0.0400
H -0.7366 1.3794 -0.6830 0.0560
H 2.8653 1.6717 0.0319 0.0409
```

Summary:
Multiplicity = 1
Orbital gap (spin up / spin down) = 5.74 / 9.41 eV

=====

# 5
C7H17EuO3 as an isolated structure, computed with wB97M-V/def2-TZVPD.

```
28
Properties=species:S:1:pos:R:3:lowdin_spin:R:1
C -2.2236 -1.3505 -0.0404 0.0001
C -1.0664 -1.7247 0.8719 -0.0005
O 0.4235 -1.1016 -0.0320 -0.0120
C 1.7153 -1.6461 0.1311 0.0011
C 2.7147 -0.7073 -0.5148 0.0019
O 2.3991 0.6126 -0.0673 -0.0064
C 3.3525 1.6086 -0.4097 0.0025
H -1.9152 -1.4927 -1.0895 0.0001
H -3.0532 -2.0428 0.1581 0.0000
H -1.0157 -2.8275 0.8573 -0.0002
H -0.4927 -1.6736 1.8048 -0.0014
H 1.7673 -2.6321 -0.3557 -0.0002
H 1.9492 -1.7575 1.2038 0.0005
H 2.6427 -0.7367 -1.6133 0.0004
H 3.7402 -0.9637 -0.2120 0.0001
H 3.0513 2.5395 0.0827 0.0006
H 4.3413 1.3041 -0.0423 0.0002
H 3.3776 1.7531 -1.4990 0.0005
C -2.3485 2.3589 -0.3980 0.0009
O -1.8000 1.0470 -0.2826 -0.0100
C -2.7772 0.0541 0.0668 -0.0005
H -1.5419 3.0599 -0.6380 0.0009
H -3.0666 2.3626 -1.2285 0.0001
H -2.8298 2.6575 0.5437 0.0003
H -3.6065 0.1818 -0.6426 0.0000
H -3.1112 0.2582 1.0970 -0.0007
H -0.9244 -0.1604 1.8849 -0.0163
Eu 0.2983 1.0194 0.3635 7.0380
```

Summary:
Charge = +1
Multiplicity = 8
Orbital gap (spin up / spin down) = 6.44 / 6.43 eV

=====

# 6
A 2-piece molecular cluster, C3H5O2P overall, computed with wB97M-V/def2-TZVPD.

```
11
Properties=species:S:1:pos:R:3:lowdin_charge:R:1
C -0.3732 -0.0039 0.2748 -0.1963
C 0.0417 0.3983 -0.9248 0.1181
C -1.8233 -0.2257 0.6248 -0.0999
O 4.1419 -0.0413 -0.4265 -0.4366
O 1.9636 0.4976 -1.0847 -0.4230
P 2.8520 0.1171 0.1592 0.6608
H 0.3878 -0.3683 0.9858 0.0582
H -0.4413 0.8907 -1.7096 0.0732
H -2.1267 -0.3853 1.6767 0.0881
H -2.4501 0.3672 -0.0552 0.0842
H -2.1725 -1.2464 0.4795 0.0731
```

Summary:
Multiplicity = 1
Orbital gap = 9.64 eV

=====

# 7
An isolated molecule of C5H10N2, computed with wB97M-V/def2-TZVPD.

```
17
Properties=species:S:1:pos:R:3:lowdin_charge:R:1
C 1.2378 1.1239 0.2372 -0.1340
C -0.0142 0.5916 -0.4578 -0.2525
C -0.9155 -0.2661 0.4180 -0.3243
C -0.0952 -0.8799 -0.5873 -0.0285
C -2.3937 -0.2537 0.0810 -0.0759
N 2.3269 0.1770 -0.0931 -0.1855
N 2.2679 -1.1036 0.2634 0.0563
H 1.7061 2.0903 -0.3005 0.1632
H 1.0420 1.1654 1.2409 0.0716
H -0.3143 1.1995 -1.1703 0.0809
H -0.5018 -0.3842 1.5207 0.1710
H -0.3911 -1.4263 -1.5274 0.1152
H -2.9541 0.6578 0.3657 0.0808
H -2.9868 -1.0873 0.6593 0.1119
H -2.6371 -0.5474 -0.8444 0.0168
H 2.5253 0.0675 -1.0607 0.1005
H 2.0977 -1.1245 1.2555 0.0324
```

Summary:
Multiplicity = 1
Orbital gap (spin up / spin down) = 9.03 / 8.24 eV

=====

# 8
An isolated molecule of C16H17ClN2S, computed with wB97M-V/def2-TZVPD.

```
37
Properties=species:S:1:pos:R:3:lowdin_charge:R:1
S -2.6317 -3.4988 0.9820 0.6416
C -2.4024 -2.0276 0.2695 -0.8656
N -1.3880 -1.7539 -0.5690 -0.0059
C -0.2303 -2.5920 -0.7489 -0.2164
C 1.0323 -1.9401 -0.1797 -0.1654
C 1.4889 -0.7225 -0.9941 -0.1636
C 2.6831 -0.0812 -0.3456 -0.2447
C 3.9683 -0.5157 -0.6420 -0.0454
C 5.0654 0.0490 -0.0165 -0.0844
C 4.8904 1.0556 0.9176 -0.0953
C 3.6133 1.4940 1.2221 -0.0844
C 2.5182 0.9274 0.5947 -0.0455
N -3.3282 -1.0431 0.4827 0.0207
C -3.2161 0.3251 0.2894 -0.2668
C -2.0026 1.0061 0.4078 -0.0356
C -1.9360 2.3739 0.2222 -0.0786
C -3.0798 3.0987 -0.0655 -0.0865
C -4.3005 2.4500 -0.1475 -0.1043
C -4.3659 1.0806 0.0275 -0.5834
Cl -5.9018 0.2773 -0.0702 0.7144
H -1.3955 -0.8662 -1.0487 0.1254
H -0.0984 -2.7992 -1.8157 0.1265
H -0.4347 -3.5307 -0.2289 0.0619
H 0.8433 -1.6408 0.8537 0.1221
H 1.8337 -2.6799 -0.1673 0.1189
H 0.6802 0.0089 -1.0612 0.1001
H 1.7414 -1.0449 -2.0067 0.1199
H 4.1096 -1.3002 -1.3720 0.1130
H 6.0596 -0.2968 -0.2589 0.1019
H 5.7462 1.4977 1.4058 0.1000
H 3.4697 2.2794 1.9498 0.1019
H 1.5233 1.2760 0.8362 0.1018
H -4.2200 -1.3706 0.8338 0.0854
H -1.1168 0.4578 0.6897 0.1025
H -0.9859 2.8778 0.3158 0.1035
H -3.0284 4.1658 -0.2113 0.1043
H -5.2040 3.0030 -0.3504 0.1060
```

Summary:
SMILES = S=C(NCCCc1ccccc1)Nc1ccccc1Cl
Multiplicity = 1
Orbital gap = 8.82 eV

=====

Quick rundown of maximum force, same order as above: 4.28 1.63 6.55 4.58 5.40 5.19 6.03 0.61 eV/A
Quick rundown of E, same order as above: -2661.39690 -6351.48070 -341.90586 -660.43360 -1212.49182 -609.05252 -305.79528 -1587.81641 hartree